1.
{
  "formula": "C17H17BCuN3OS2",
  "method": "wB97M-V/def2-TZVPD",
  "symbols": ["Cu", "S", "S", "O", "N", "N", "N", "C", "C", "C", "C", "C", "C", "C", "C", "C", "C", "C", "C", "C", "C", "C", "C", "C", "B", "H", "H", "H", "H", "H", "H", "H", "H", "H", "H", "H", "H", "H", "H", "H", "H", "H"],
  "positions_angstrom": [[-0.037, 0.496, 0.455], [0.560, 2.806, 0.283], [2.893, 3.835, 1.968], [-0.072, 0.181, 2.616], [2.066, 0.270, 0.632], [-1.704, -0.095, -0.384], [2.544, 1.322, 1.437], [-2.828, -0.225, -0.609], [2.040, -0.898, 1.176], [3.508, 4.480, 0.384], [2.638, -2.166, 4.701], [5.626, 1.888, -1.380], [1.965, 2.454, 1.227], [2.783, -1.945, 3.338], [0.781, -0.496, 3.258], [1.556, -1.548, 5.348], [4.710, 3.751, -0.145], [6.917, 2.305, -1.082], [0.655, -0.765, 4.664], [1.921, -1.120, 2.627], [1.986, -2.084, 0.236], [6.007, 4.157, 0.156], [7.105, 3.445, -0.309], [4.531, 2.605, -0.918], [-4.381, -0.469, -0.932], [-4.473, -1.526, -1.538], [2.779, -2.011, -0.511], [3.713, 5.545, 0.511], [-4.994, -0.524, 0.121], [6.155, 5.037, 0.773], [-4.789, 0.454, -1.620], [8.108, 3.774, -0.061], [5.465, 0.991, -1.966], [3.615, -2.404, 2.808], [7.770, 1.741, -1.440], [3.523, 2.261, -1.124], [-0.189, -0.310, 5.171], [2.665, 4.376, -0.303], [2.095, -3.014, 0.794], [3.344, -2.781, 5.246], [1.417, -1.702, 6.415], [1.031, -2.119, -0.292]],
  "total_energy_ev": -91410.503,
  "homo_ev": -1.41,
  "charge": -2
}

---

2.
{
  "formula": "C17H17BrCl2O4",
  "method": "wB97M-V/def2-TZVPD",
  "symbols": ["Br", "Cl", "Cl", "O", "O", "O", "O", "C", "C", "C", "C", "C", "C", "C", "C", "C", "C", "C", "C", "C", "C", "C", "C", "C", "H", "H", "H", "H", "H", "H", "H", "H", "H", "H", "H", "H", "H", "H", "H", "H", "H"],
  "positions_angstrom": [[5.101, -0.717, 5.085], [0.464, -2.480, -4.020], [1.617, -4.281, -1.919], [-3.423, 0.701, -1.994], [-1.952, 1.832, -0.680], [0.121, 1.669, 1.501], [-2.676, -1.158, 1.022], [1.766, 0.164, 1.988], [1.791, 0.870, 3.296], [-0.535, -0.555, 1.541], [0.680, -1.872, -1.383], [-1.594, -0.533, -0.827], [-0.119, -0.533, -1.367], [-1.669, -0.586, 0.669], [3.538, -1.154, 2.815], [0.810, 0.303, -0.491], [0.563, 0.363, 1.084], [3.602, -0.408, 3.963], [-3.594, 1.844, -2.768], [0.959, -2.793, -2.377], [2.653, 0.487, 4.252], [-2.357, 0.747, -1.167], [-2.706, 1.923, -4.117], [2.511, -0.990, 1.934], [-4.575, 1.825, -3.101], [0.833, 1.349, -0.827], [-0.776, 1.813, 1.029], [1.121, 1.776, 3.473], [2.634, 0.995, 5.199], [4.314, -1.920, 2.600], [-3.551, 2.740, -2.133], [-0.049, 0.039, -2.249], [-2.772, 2.835, -4.650], [2.423, -1.718, 1.128], [1.034, -2.308, -0.417], [1.785, 0.069, -0.616], [-2.157, -1.410, -1.230], [-0.882, -0.198, 2.504], [-1.713, 1.706, -3.832], [-2.970, 1.103, -4.678], [-0.251, -1.540, 1.758]],
  "smiles": "CCOC(=O)[C@@H]1C(=O)C[C@@](O)(c2ccc(Br)cc2)C[C@H]1C=C(Cl)Cl",
  "total_energy_ev": -121178.969,
  "homo_ev": -8.92,
  "de_lowest_kj_mol": 41.66
}

---

3.
{
  "formula": "C17H17BrN2O2",
  "method": "wB97M-V/def2-TZVPD",
  "symbols": ["Br", "O", "O", "N", "N", "C", "C", "C", "C", "C", "C", "C", "C", "C", "C", "C", "C", "C", "C", "C", "C", "C", "H", "H", "H", "H", "H", "H", "H", "H", "H", "H", "H", "H", "H", "H", "H", "H", "H"],
  "positions_angstrom": [[-3.398, -0.766, 0.219], [0.666, 1.358, -3.311], [1.008, -3.179, 3.963], [1.335, -2.937, 1.770], [0.768, 0.724, -1.208], [1.494, -2.496, 0.382], [-1.283, 2.993, -1.470], [-1.320, -1.740, 1.798], [1.253, -1.428, -2.094], [-0.049, 2.937, -1.936], [-0.422, -1.676, 2.674], [0.729, -2.851, 2.896], [-2.230, -0.898, 1.505], [-0.274, -0.513, 3.716], [-1.277, 0.331, 3.672], [-2.197, 0.479, 2.675], [1.095, -1.112, 0.309], [0.399, 3.954, -3.097], [0.546, 1.660, -2.233], [1.025, -0.609, -1.111], [1.493, -3.339, -0.812], [1.163, -2.776, -1.932], [1.714, 3.874, -3.279], [1.016, -1.068, -3.186], [0.360, -0.752, 4.493], [0.582, 1.326, -0.231], [-1.490, -2.393, 1.050], [-1.678, 3.875, -1.188], [-1.467, 2.157, -0.628], [1.515, -3.262, -2.753], [1.464, -4.280, -0.416], [1.856, -3.912, 1.747], [-3.049, 1.255, 2.575], [1.134, -0.464, 1.158], [-1.450, 1.150, 4.498], [-1.933, 2.575, -2.380], [-0.114, 3.382, -4.056], [0.794, 3.338, -1.045], [0.222, 5.081, -2.733]],
  "smiles": "CC(C)C(=O)Nc1cccc(NC(=O)c2cccc(Br)c2)c1",
  "total_energy_ev": -95010.508,
  "homo_ev": -8.21,
  "de_lowest_kj_mol": 1303.34
}

---

4.
{
  "formula": "C17H17BrN2O3S",
  "method": "wB97M-V/def2-TZVPD",
  "symbols": ["Br", "S", "O", "O", "O", "N", "N", "C", "C", "C", "C", "C", "C", "C", "C", "C", "C", "C", "C", "C", "C", "C", "C", "C", "H", "H", "H", "H", "H", "H", "H", "H", "H", "H", "H", "H", "H", "H", "H", "H", "H"],
  "positions_angstrom": [[8.069, -1.501, -0.403], [2.700, 2.031, -0.389], [-4.678, -1.790, 0.392], [1.440, -0.399, 2.084], [-4.012, 1.137, -1.548], [0.042, 0.314, 0.475], [-2.758, 0.454, 0.190], [1.094, 0.469, 1.302], [4.143, 1.012, -0.317], [-6.221, -2.404, -1.091], [6.275, 0.523, -1.316], [5.114, 1.266, -1.284], [-0.541, 1.297, -0.410], [-5.583, -1.241, -1.569], [-5.633, -2.686, 0.104], [6.464, -0.475, -0.372], [4.336, 0.003, 0.616], [1.874, 1.771, 1.219], [5.504, -0.738, 0.588], [-2.171, -0.533, 1.066], [-1.948, 1.651, 0.087], [-3.774, 0.290, -0.700], [-4.639, -0.899, -0.631], [-0.762, -0.887, 0.571], [1.226, 2.636, 1.352], [-7.009, -2.950, -1.566], [-5.798, -3.467, 0.820], [0.073, 2.192, -0.475], [4.950, 2.051, -2.006], [-0.615, 0.860, -1.412], [-5.777, -0.711, -2.478], [5.659, -1.522, 1.314], [-2.781, -1.430, 1.110], [-0.823, -1.353, -0.418], [-1.886, 2.119, 1.076], [2.637, 1.772, 1.998], [-2.438, 2.328, -0.614], [7.029, 0.718, -2.063], [3.593, -0.232, 1.360], [-2.100, -0.107, 2.073], [-0.273, -1.569, 1.268]],
  "smiles": "O=C(CSc1ccc(Br)cc1)N1CCN(C(=O)c2ccco2)CC1",
  "total_energy_ev": -107905.448,
  "homo_ev": -8.29
}

---

5.
{
  "formula": "C17H17BrNO12P2Ru",
  "method": "wB97M-V/def2-TZVPD",
  "symbols": ["Ru", "Br", "P", "P", "O", "O", "O", "O", "O", "O", "O", "O", "O", "O", "O", "O", "N", "C", "C", "C", "C", "C", "C", "C", "C", "C", "C", "C", "C", "C", "C", "C", "C", "C", "H", "H", "H", "H", "H", "H", "H", "H", "H", "H", "H", "H", "H", "H", "H", "H", "H"],
  "positions_angstrom": [[0.283, 0.102, 0.656], [5.125, -4.020, 2.738], [-1.183, 2.274, 2.047], [0.502, 0.521, 3.418], [-1.336, 0.813, -1.530], [1.680, 0.933, 2.571], [1.378, -5.983, -2.450], [-1.704, 1.008, 1.392], [1.419, 0.721, -0.840], [2.381, 0.333, -2.820], [0.915, 0.397, 4.965], [-0.504, 1.800, 3.468], [-0.242, -0.712, 3.002], [0.172, 2.701, 1.220], [1.373, -4.754, -4.356], [-2.056, 3.440, 2.239], [0.119, -1.423, -0.888], [1.510, -2.461, -2.521], [2.408, -3.235, 2.368], [0.887, -3.689, -2.324], [2.988, -1.083, 0.724], [-2.480, 2.871, -1.593], [-2.734, 0.515, -1.440], [1.095, -1.367, -1.790], [-3.479, 1.759, -1.918], [1.703, -0.019, -1.870], [3.713, -2.948, 2.023], [-0.502, -2.593, -0.702], [4.020, -1.888, 1.196], [1.384, -2.443, 1.865], [-0.143, -3.735, -1.387], [1.654, -1.351, 1.045], [-1.155, 2.187, -1.894], [1.261, -4.942, -3.127], [-0.317, 2.583, -1.325], [3.242, -0.231, 0.114], [2.187, -4.064, 3.027], [-4.431, 1.879, -1.400], [0.971, 2.371, 1.687], [5.046, -1.680, 0.921], [0.296, -0.217, 5.381], [-2.967, 0.303, -0.396], [-2.536, 3.133, -0.535], [2.298, -2.339, -3.250], [-1.300, -2.593, 0.030], [-2.936, -0.368, -2.053], [-0.914, 2.237, -2.963], [-2.624, 3.770, -2.195], [0.366, -2.677, 2.135], [-0.660, -4.668, -1.207], [-3.666, 1.716, -2.995]],
  "total_energy_ev": -135176.513,
  "homo_ev": [-3.30, -3.22],
  "charge": -2,
  "multiplicity": 2,
  "de_lowest_kj_mol": 252.57,
  "s_squared": 0.756
}